ORCA calculation (ωB97M-V/def2-TZVPD) on a cluster of 10 separate species, C40H60O30 in total.

Each line ends with the Mulliken charge.
Cartesian coordinates (Å):
C -10.43564 17.23116 -13.72020  -0.756
C -9.52309 18.32602 -13.25011  1.156
C -9.24348 19.46717 -14.26689  -0.233
O -9.78658 20.63007 -13.65681  -0.386
C -10.40273 20.32709 -12.50036  0.552
O -10.98298 21.11798 -11.82653  -0.596
O -10.27493 19.01772 -12.20522  -0.384
H -10.82569 16.62254 -12.90246  -0.023
H -9.91068 16.48692 -14.33285  -0.155
H -11.26932 17.60442 -14.31562  0.526
H -8.58086 17.99926 -12.81564  -0.127
H -9.82108 19.24930 -15.16298  0.213
H -8.16359 19.55356 -14.32465  0.185
C -13.41672 12.86902 -11.67477  -0.955
C -12.64164 11.86630 -12.50572  0.345
C -11.60173 12.57557 -13.39420  -0.218
O -10.38225 12.36824 -12.63816  -0.210
C -10.56120 11.46513 -11.66320  0.598
O -9.74496 11.05436 -10.90325  -0.528
O -11.85525 11.06448 -11.63671  -0.374
H -14.06774 13.46529 -12.32993  0.421
H -12.76203 13.63664 -11.25617  -0.098
H -14.06688 12.43459 -10.92182  0.355
H -13.31483 11.24190 -13.09040  0.321
H -11.75706 13.64982 -13.41707  0.075
H -11.43870 12.10242 -14.35840  0.312
C -9.38657 19.21018 -5.93420  -1.701
C -9.39109 18.72685 -7.37567  1.002
C -9.28735 19.83749 -8.43789  -0.489
O -8.45567 19.25932 -9.41646  -0.300
C -7.73780 18.24568 -8.86835  0.471
O -6.78184 17.75512 -9.38529  -0.506
O -8.20908 17.93993 -7.65348  -0.127
H -9.67144 18.40089 -5.25674  0.439
H -10.11771 20.01341 -5.84641  0.402
H -8.40731 19.49630 -5.54822  0.321
H -10.24237 18.04955 -7.46370  -0.148
H -8.93401 20.76966 -7.99993  0.296
H -10.30588 19.96337 -8.80820  0.357
C -3.87473 11.62328 -8.23672  -1.479
C -3.08399 11.80665 -6.96431  0.796
C -3.47317 10.82689 -5.85743  -0.402
O -2.23387 10.21879 -5.49647  -0.351
C -1.21454 10.70899 -6.23250  0.645
O -0.07624 10.42754 -6.06072  -0.525
O -1.69291 11.54049 -7.19601  -0.376
H -3.61542 12.36650 -8.99074  0.192
H -4.95093 11.58286 -8.07814  0.419
H -3.60998 10.67042 -8.70873  0.452
H -3.12418 12.83853 -6.61337  0.066
H -4.18164 10.04683 -6.13357  0.290
H -3.86263 11.33689 -4.97459  0.272
C -11.18739 15.86965 -9.75233  -1.491
C -10.54440 14.54329 -9.43831  1.983
C -9.42339 14.68170 -8.38503  0.498
O -9.52839 13.43334 -7.70652  -0.364
C -10.81488 13.05027 -7.73271  0.501
O -11.32132 12.24417 -7.02320  -0.572
O -11.47675 13.67867 -8.75217  -0.510
H -11.35197 16.59689 -8.95691  0.208
H -12.07801 15.79757 -10.37723  0.372
H -10.47751 16.42977 -10.38733  0.173
H -10.22062 14.04237 -10.35075  -0.837
H -9.65981 15.50530 -7.71239  0.013
H -8.44595 14.77030 -8.84971  -0.077
C -7.12402 19.66642 -18.60891  -1.475
C -6.81770 19.53638 -17.12836  1.460
C -5.35315 19.06680 -16.92763  -0.010
O -4.69908 20.31787 -16.56743  -0.399
C -5.58524 21.27417 -16.29556  0.540
O -5.34860 22.39872 -16.00134  -0.557
O -6.84501 20.74941 -16.40314  -0.451
H -6.28897 19.94160 -19.25184  0.348
H -7.96498 20.33508 -18.80148  0.405
H -7.43683 18.69328 -18.99000  0.290
H -7.52439 18.87324 -16.63097  -0.241
H -4.78146 18.75127 -17.79502  0.210
H -5.23534 18.41945 -16.05758  -0.016
C -1.75951 17.17765 -14.60515  -1.113
C -1.07664 16.21332 -15.54878  0.509
C -1.91743 15.77328 -16.74459  -0.046
O -1.00413 15.79132 -17.85875  -0.368
C 0.11593 16.47211 -17.49285  0.608
O 1.03870 16.64976 -18.22425  -0.554
O 0.02186 16.87946 -16.22396  -0.390
H -0.96896 17.58508 -13.97372  0.368
H -2.43595 16.58884 -13.98667  0.179
H -2.25844 17.96517 -15.16376  0.300
H -0.63684 15.38489 -14.99070  0.290
H -2.72674 16.47147 -16.95177  -0.024
H -2.22936 14.73234 -16.69335  0.221
C -3.53364 19.07769 -6.61787  -1.372
C -3.95142 17.69478 -6.15279  0.435
C -5.47898 17.62116 -5.81402  -0.284
O -5.87560 16.39485 -6.44375  -0.217
C -4.89450 15.93848 -7.25009  0.670
O -5.00212 14.98448 -7.95824  -0.523
O -3.84200 16.75895 -7.22575  -0.363
H -3.19101 19.68545 -5.77963  0.380
H -4.35486 19.59348 -7.11004  0.319
H -2.69646 19.00838 -7.31269  0.332
H -3.39506 17.30260 -5.30309  0.378
H -6.05675 18.43101 -6.24549  -0.018
H -5.55694 17.47748 -4.73902  0.318
C -7.90450 14.91775 -16.30198  -1.304
C -7.49011 14.86201 -17.77212  0.305
C -7.90039 16.06742 -18.63477  -0.120
O -6.68898 16.37148 -19.33873  -0.379
C -5.65548 15.67493 -18.80936  0.676
O -4.52677 15.81511 -19.15398  -0.525
O -6.05695 14.83599 -17.83376  -0.336
H -7.27457 15.53656 -15.66323  0.170
H -7.77693 13.89488 -15.93726  0.489
H -8.95257 15.20750 -16.21387  0.314
H -7.88532 13.93254 -18.18438  0.262
H -8.20563 16.87205 -17.96650  0.048
H -8.70397 15.74036 -19.28805  0.319
C -7.54529 13.88284 -11.72638  -1.793
C -6.76555 15.17568 -11.51381  2.365
C -5.27664 14.96965 -11.23624  -0.210
O -4.70028 15.39219 -12.51193  -0.349
C -5.56287 16.15724 -13.16916  0.185
O -5.30992 16.81019 -14.13714  -0.494
O -6.82820 15.97860 -12.69146  0.173
H -7.46497 13.23584 -10.85315  0.540
H -7.15032 13.35874 -12.59956  0.452
H -8.58928 14.13088 -11.91323  0.099
H -7.26318 15.71313 -10.70550  -1.386
H -5.03952 13.95155 -10.96060  0.229
H -4.92890 15.74638 -10.56046  0.203

The gap between HOMO and LUMO comes out at 10.10 eV. For the energy above the lowest of the compared OMol25 structures with the same formula, charge and spin, the calculation gives 119.2 kJ/mol. The SMILES is C[C@H]1COC(=O)O1.C[C@H]1COC(=O)O1.C[C@H]1COC(=O)O1.C[C@H]1COC(=O)O1.C[C@H]1COC(=O)O1.C[C@H]1COC(=O)O1.C[C@H]1COC(=O)O1.C[C@H]1COC(=O)O1.C[C@H]1COC(=O)O1.C[C@H]1COC(=O)O1. As for the HOMO energy: -0.382 Eh. Its total charge is 0. As for the molar mass: 1020.9 g mol⁻¹.